[1]
The following is a quantum chemistry calculation of C4H7N3 as an isolated structure, from the Open Molecules 2025 dataset.

Summary:
HOMO (spin up / spin down) = -8.593 / -8.422 eV

Structure (ORCA input):
```
! RIJCOSX wB97M-V def2-TZVPD def2/J DEFGRID3
* xyz 0 1
C 0.66 -0.32 -1.45
C -0.38 0.37 -0.70
C -0.97 1.56 -0.88
H 0.85 0.55 0.84
H 0.40 -1.33 -1.78
H 0.78 0.16 -2.42
H 1.74 -0.53 -0.38
H -1.01 2.09 -1.82
H -1.27 2.12 0.01
N 0.45 0.35 1.91
N 0.80 -0.84 2.32
C -1.09 -0.65 0.78
N -1.44 -1.75 0.95
H 0.49 -1.77 2.62
*
```

[2]
The following is a quantum chemistry calculation of the molecule C4H7N3, from the Open Molecules 2025 dataset.

Summary:
HOMO = -8.763 eV
Structure (SMILES) = CCc1c[nH]nn1

Structure (ORCA input):
```
! RIJCOSX wB97M-V def2-TZVPD def2/J DEFGRID3
* xyz 0 1
C 0.89 -0.28 -1.13
C 0.94 0.81 0.01
C 0.04 0.52 1.26
C -1.17 0.59 0.62
N -1.65 -0.65 0.55
N -0.86 -1.49 1.30
N 0.12 -0.80 1.74
H 1.81 -0.18 -1.72
H 0.89 -1.31 -0.73
H 0.07 -0.23 -1.87
H 1.94 0.86 0.38
H 0.67 1.76 -0.47
H -1.53 1.46 0.11
H -2.26 -1.04 -0.16
*
```

[3]
The following is a quantum chemistry calculation of C4H7N3 as an isolated structure, from the Open Molecules 2025 dataset.

Summary:
HOMO = -8.113 eV

Structure (ORCA input):
```
! RIJCOSX wB97M-V def2-TZVPD def2/J DEFGRID3
* xyz 0 1
C -1.98 0.97 -0.81
N -0.87 0.25 -0.20
C -0.39 -0.97 -0.51
C 0.53 -1.33 0.50
C 2.24 -0.39 0.80
N 0.54 -0.19 1.31
N -0.28 0.77 0.86
H -1.90 2.02 -0.55
H -2.93 0.58 -0.44
H -1.94 0.85 -1.90
H -0.76 -1.50 -1.38
H 2.47 0.67 0.91
H 2.67 -0.98 1.60
H 2.59 -0.74 -0.18
*
```

[4]
The following is a quantum chemistry calculation of the molecule C4H7N3, from the Open Molecules 2025 dataset.

Summary:
HOMO = -9.496 eV
Structure (SMILES) = CCc1c[nH]nn1

Structure (ORCA input):
```
! RIJCOSX wB97M-V def2-TZVPD def2/J DEFGRID3
* xyz 0 1
C -1.77 0.70 0.03
C -1.14 -0.70 -0.09
C 0.32 -0.52 0.16
C 1.34 -0.26 -0.72
N 2.36 0.13 0.07
N 2.02 0.11 1.36
N 0.78 -0.28 1.42
H -2.85 0.70 -0.10
H -1.52 1.12 1.01
H -1.33 1.36 -0.73
H -1.57 -1.38 0.66
H -1.32 -1.13 -1.08
H 1.41 -0.30 -1.80
H 3.28 0.45 -0.19
*
```

[5]
The following is a quantum chemistry calculation of the molecule C4H7N3, from the Open Molecules 2025 dataset.

Summary:
HOMO = -9.143 eV
Structure (SMILES) = CNn1cccn1

Structure (ORCA input):
```
! RIJCOSX wB97M-V def2-TZVPD def2/J DEFGRID3
* xyz 0 1
C 0.19 1.25 -1.74
C 0.90 -0.45 1.03
C -0.04 -0.75 2.03
C -1.29 -0.85 1.42
H 0.48 1.89 -0.89
H -0.93 1.28 -1.83
H 0.58 1.50 -2.65
H 0.58 -0.80 -1.94
H 1.93 0.03 0.88
H 0.17 -0.93 3.14
H -2.28 -1.03 1.79
N 0.74 0.00 -1.30
N 0.15 -0.46 -0.10
N -1.17 -0.70 0.15
*
```

[6]
The following is a quantum chemistry calculation of the molecule C4H7N3, from the Open Molecules 2025 dataset.

Summary:
HOMO = -8.115 eV
Structure (SMILES) = CN/C(N)=C\C#N

Structure (ORCA input):
```
! RIJCOSX wB97M-V def2-TZVPD def2/J DEFGRID3
* xyz 0 1
C 1.10 0.62 -1.17
C -0.36 -0.61 0.33
C -0.48 0.39 1.27
C -0.42 1.73 0.98
H 0.60 1.54 -1.48
H 1.71 0.84 -0.28
H 1.82 0.24 -1.94
H -0.40 -0.83 -1.73
H -0.91 -2.53 -0.11
H -1.33 -2.03 1.42
H -0.54 0.10 2.28
N 0.10 -0.43 -0.95
N -0.67 -1.88 0.68
N -0.22 2.85 0.71
*
```

What strongest force on any atom values result from the calculations? In sequence: 5.9 1.5 0.5 0.2 3.8 3.8 eV Å⁻¹.
What energy relative to the best compared isomer or geometry (same formula, charge and spin) values result from the calculations? In sequence: 10.021 3.320 5.423 0.739 2.163 0.824 eV.